No. 1
21
Properties=species:S:1:pos:R:3:forces:R:3 method="wB97M-V/def2-TZVPD" total_energy_ev=-10979.275 smiles="C=CC(=C)NC.O.O" gap_ev=8.49 e_above_lowest_kcal_mol=60.04
C -0.8837 -0.8957 -3.9825 0.07 -0.28 0.16
C -1.1196 0.2371 -3.3373 -0.35 0.16 -0.24
C -0.7156 0.5424 -1.9555 0.14 -0.02 0.37
C -0.2346 1.7554 -1.6465 0.31 0.28 -0.46
N -0.8052 -0.5180 -1.0658 -0.08 -0.31 -0.04
C -0.9308 -0.2867 0.3576 0.43 -0.14 0.26
H -0.2954 -1.6926 -3.5485 -0.04 -0.08 0.17
H -1.2567 -1.0798 -4.9768 0.02 0.17 -0.18
H -1.6473 1.0283 -3.8537 -0.04 0.11 -0.01
H 0.3492 1.9800 -0.7696 -0.37 -0.05 0.39
H -0.2222 2.5362 -2.3963 -0.01 -0.17 -0.12
H -1.3811 -1.2786 -1.4001 0.11 0.19 -0.05
H -0.3346 0.5764 0.6443 -0.23 0.05 0.00
H -1.9610 -0.1744 0.7046 -0.07 0.30 -0.18
H -0.5169 -1.1213 0.9181 0.10 -0.21 -0.06
O 5.1532 -2.3928 3.1319 -0.08 0.91 -0.03
H 5.4834 -1.6483 2.6033 0.10 -0.50 -0.06
H 4.5952 -1.9119 3.7587 -0.02 -0.42 0.09
O -1.3505 1.4111 5.2853 0.39 0.04 0.46
H -1.4027 1.0309 6.1706 -0.32 -0.15 -0.12
H -0.5232 1.9022 5.3582 -0.07 0.11 -0.35

No. 2
111
Properties=species:S:1:pos:R:3:forces:R:3 method="wB97M-V/def2-TZVPD" total_energy_ev=-143883.576 gap_ev=7.76 e_above_lowest_kcal_mol=0.00 total_charge=+2
Ti -1.7756 -0.7730 1.0560 -0.10 -0.02 -0.21
N -0.0978 -2.0172 1.0267 0.09 -0.15 0.04
S 1.4405 -1.8022 0.9230 -0.06 -0.06 -0.12
N 2.0620 -0.3715 1.1642 0.00 0.02 0.05
S 2.4020 0.7399 0.0919 -0.03 0.01 0.01
N 1.7434 0.7489 -1.2969 0.02 -0.03 -0.01
S 0.0863 0.8675 -1.4069 0.06 -0.02 -0.03
N -0.7036 0.1974 -0.4009 -0.09 0.08 0.23
C -0.1245 0.2151 -3.0357 0.01 0.01 -0.05
C 0.8429 0.3053 -4.0303 -0.01 0.03 0.02
C 0.5855 -0.2832 -5.2569 -0.02 -0.01 0.00
C -0.6112 -0.9609 -5.4698 0.02 0.02 -0.02
C -1.5561 -1.0609 -4.4591 -0.03 0.01 0.02
C -1.3179 -0.4672 -3.2281 -0.02 0.03 -0.04
C -0.1772 2.6260 -1.4908 -0.02 -0.02 0.04
C 0.3138 3.4063 -2.5288 0.02 -0.01 -0.01
C 0.0845 4.7724 -2.4990 -0.01 0.00 0.01
C -0.6223 5.3372 -1.4430 0.00 -0.02 0.01
C -1.1069 4.5410 -0.4141 -0.01 0.04 -0.01
C -0.8903 3.1710 -0.4330 0.01 -0.06 0.01
C 4.1261 0.6445 -0.2549 -0.02 -0.04 0.01
C 4.9834 0.5932 0.8390 0.00 0.00 0.01
C 6.3428 0.4940 0.6045 0.00 0.00 -0.01
C 6.8206 0.4518 -0.7020 -0.01 0.01 0.01
C 5.9471 0.5123 -1.7784 0.01 0.00 -0.01
C 4.5799 0.6109 -1.5636 0.00 -0.02 -0.02
C 2.1604 2.2323 0.9902 0.01 0.01 0.00
C 1.5695 2.2402 2.2425 0.03 -0.01 0.01
C 1.3621 3.4680 2.8560 0.00 0.01 0.00
C 1.7415 4.6402 2.2190 -0.01 -0.01 0.00
C 2.3334 4.6080 0.9590 0.00 0.00 0.01
C 2.5483 3.3967 0.3313 0.00 0.01 -0.01
C 1.8026 -2.3766 -0.6993 -0.03 -0.03 0.00
C 3.1395 -2.5775 -1.0279 0.01 0.05 0.02
C 3.4362 -3.0132 -2.3063 0.00 0.02 -0.02
C 2.4105 -3.2258 -3.2237 -0.02 0.00 0.02
C 1.0839 -3.0249 -2.8684 0.04 -0.07 0.01
C 0.7590 -2.6073 -1.5863 -0.03 -0.03 0.03
C 2.2216 -2.8322 2.1062 0.00 0.03 0.01
C 1.9640 -4.1962 2.0022 -0.02 0.00 -0.02
C 2.4896 -5.0347 2.9679 0.01 0.01 0.01
C 3.2450 -4.5068 4.0103 0.00 -0.01 -0.01
C 3.4862 -3.1425 4.0950 0.00 0.00 0.00
C 2.9720 -2.2834 3.1355 0.02 0.02 0.00
H 1.7858 0.8016 -3.8452 -0.02 0.01 0.00
H 1.3224 -0.2232 -6.0465 0.00 0.00 0.00
H -0.7998 -1.4231 -6.4297 0.00 0.00 0.00
H -2.4732 -1.6133 -4.6122 0.00 0.00 0.00
H -2.0288 -0.5633 -2.4173 -0.01 0.00 0.01
H 0.8518 2.9628 -3.3551 0.02 -0.01 -0.02
H 0.4481 5.3961 -3.3043 0.00 0.00 0.00
H -0.8026 6.4039 -1.4295 0.00 0.00 0.00
H -1.6591 4.9886 0.4020 0.00 0.00 0.00
H -1.2583 2.5206 0.3520 0.02 0.02 0.00
H 4.5975 0.6371 1.8501 0.00 0.00 0.00
H 7.0309 0.4567 1.4375 0.00 0.00 0.00
H 7.8852 0.3776 -0.8790 0.00 0.00 0.00
H 6.3287 0.4847 -2.7899 0.00 0.00 0.00
H 3.8797 0.6469 -2.3854 0.01 0.00 0.00
H 1.2688 1.3164 2.7130 0.03 0.03 -0.01
H 0.9082 3.5041 3.8371 0.00 0.00 0.00
H 1.5812 5.5917 2.7086 0.00 0.00 0.00
H 2.6289 5.5264 0.4708 0.00 0.00 0.00
H 3.0063 3.3541 -0.6497 0.00 0.01 0.00
H 3.9252 -2.4209 -0.2977 0.02 0.02 0.00
H 4.4645 -3.1981 -2.5858 0.00 0.00 0.01
H 2.6509 -3.5700 -4.2209 0.00 0.00 0.00
H 0.2885 -3.2055 -3.5791 0.01 -0.01 0.02
H -0.2727 -2.4634 -1.2899 0.03 -0.05 -0.02
H 1.3700 -4.5907 1.1869 0.00 0.00 0.00
H 2.3084 -6.0989 2.9097 0.00 0.00 0.00
H 3.6489 -5.1684 4.7647 0.00 0.00 0.00
H 4.0731 -2.7443 4.9110 0.00 0.00 0.00
H 3.1418 -1.2173 3.1868 0.00 -0.01 0.00
N -2.2917 1.7193 3.8433 -0.04 -0.01 -0.03
C -1.4166 0.7662 3.5105 0.11 -0.11 0.02
N -0.8842 -0.0149 4.4478 0.09 0.17 -0.03
O -1.0188 0.6623 2.3008 -0.13 0.04 -0.06
H -2.7253 1.7180 4.7522 0.00 0.00 0.00
H -2.8006 2.1489 3.0891 0.01 0.01 0.00
H -1.3559 -0.1433 5.3318 -0.01 -0.01 0.00
H -0.4421 -0.8490 4.0838 -0.02 -0.02 0.00
N -0.7539 -2.1717 2.2675 0.05 -0.01 -0.03
C -1.3824 -3.3763 2.3547 0.06 0.05 0.00
C -2.2067 -3.7456 3.3683 0.01 -0.09 0.01
C -2.3349 -2.9089 4.5131 -0.01 0.03 -0.02
N -2.3780 -2.2158 5.4292 -0.02 -0.07 0.02
C -2.9402 -4.9648 3.2618 -0.06 0.03 0.05
N -3.5482 -5.9317 3.1356 0.04 -0.02 -0.02
C -6.5945 0.8739 -0.5475 0.00 -0.02 -0.01
C -5.3643 1.6926 -0.9635 0.00 0.01 -0.01
C -5.1060 1.5723 -2.4726 -0.01 0.01 0.01
C -5.5139 3.1639 -0.5517 0.01 -0.01 0.01
C -4.1950 1.1400 -0.2646 -0.01 0.02 0.05
N -3.2834 0.7101 0.2806 -0.03 -0.11 -0.06
H -7.4639 1.2703 -1.0719 0.00 0.00 0.00
H -6.7736 0.9470 0.5248 0.00 0.00 0.00
H -6.4736 -0.1766 -0.8083 0.00 0.01 0.01
H -5.9647 1.9824 -3.0040 0.01 0.00 0.00
H -4.9859 0.5304 -2.7647 0.00 -0.03 -0.01
H -4.2176 2.1326 -2.7682 0.00 0.01 0.00
H -6.3746 3.5837 -1.0717 0.00 0.00 0.00
H -4.6313 3.7443 -0.8242 0.00 0.00 0.00
H -5.6862 3.2585 0.5206 0.00 0.00 0.00
F -5.0346 -2.2261 0.5683 0.00 0.07 -0.05
Te -3.8962 -3.0985 -0.7105 0.04 -0.10 -0.02
F -1.2037 -4.2386 1.3588 -0.02 0.02 0.03
F -4.6691 -1.8821 -1.9021 0.04 0.05 -0.06
F -2.7131 -3.4635 -2.2178 -0.02 0.02 -0.06
F -3.0878 -0.8971 2.2943 -0.03 -0.05 0.00
O -2.4905 -2.0440 -0.1231 0.03 0.29 0.33

No. 3
110
Properties=species:S:1:pos:R:3:forces:R:3 method="wB97M-V/def2-TZVPD" multiplicity=4 total_energy_ev=-162676.349 gap_ev="5.42 / 5.31"
Cr -0.2582 0.4224 -0.2540 -0.18 -1.18 -0.17
Cl -5.7419 4.1328 -6.9117 0.01 -0.01 0.00
C -4.7715 3.3082 -5.7340 0.05 0.01 0.02
C -3.5267 3.8145 -5.3957 0.04 0.00 0.00
C -2.7643 3.1578 -4.4431 -0.06 0.02 0.07
C -3.2328 2.0041 -3.8110 -0.02 -0.01 -0.06
C -4.4750 1.5021 -4.1933 0.04 -0.10 0.00
C -5.2466 2.1484 -5.1465 -0.05 -0.05 -0.02
C -2.3980 1.3719 -2.7532 0.08 0.00 0.09
C -2.9271 1.1825 -1.4805 0.04 -0.05 -0.12
C -4.2844 1.3941 -1.0761 -0.04 -0.02 -0.02
C -4.4209 0.8811 0.1731 -0.02 0.01 0.00
C -3.1254 0.4250 0.5898 0.14 0.05 -0.02
C -2.7768 0.0522 1.9189 0.06 0.04 -0.01
C -3.6940 -0.7613 2.7447 -0.09 0.03 0.01
C -3.3464 -1.1759 4.0385 0.04 -0.03 -0.01
C -4.1922 -1.9619 4.8011 0.02 0.01 0.02
C -5.3932 -2.3961 4.2670 0.06 0.02 -0.01
Cl -6.4565 -3.3817 5.2137 -0.01 -0.01 0.02
C -5.7209 -2.0934 2.9569 -0.06 -0.02 -0.02
C -4.8724 -1.3005 2.2068 0.03 0.04 0.01
C -1.5666 0.5499 2.4318 -0.11 -0.02 -0.08
N -0.4686 0.8225 1.6693 0.03 0.43 0.30
C 0.4053 1.5434 2.4586 0.03 -0.08 -0.11
C 1.6829 1.9352 2.0902 0.05 0.14 0.01
C 2.4627 2.8488 2.9745 -0.02 -0.07 0.04
C 2.8668 4.0854 2.4730 0.00 0.01 0.04
C 3.5684 4.9818 3.2635 0.01 0.03 -0.05
C 3.8785 4.6354 4.5685 0.00 -0.03 -0.03
Cl 4.7502 5.7574 5.5664 0.01 0.00 -0.01
C 3.5050 3.4066 5.0846 -0.02 -0.05 0.02
C 2.7957 2.5213 4.2861 -0.01 0.05 0.02
C 2.2857 1.5293 0.8918 -0.04 -0.28 -0.07
C 3.6851 1.6409 0.5913 0.07 0.06 -0.03
C 3.8878 1.0410 -0.6052 0.03 0.00 -0.01
C 2.6013 0.6280 -1.0909 -0.05 -0.02 -0.15
N 1.6484 0.8868 -0.1358 0.33 0.38 0.24
C 2.3203 0.2596 -2.3998 0.07 0.04 0.08
C 1.0305 0.3833 -2.9486 -0.09 0.06 -0.02
C 0.7099 0.4527 -4.3387 0.10 -0.08 0.03
C -0.5797 0.8859 -4.4297 -0.06 -0.04 -0.05
C -1.0791 1.0199 -3.0989 0.01 -0.16 -0.07
N -0.0908 0.6747 -2.2148 0.07 0.52 -0.19
C 3.4605 -0.1415 -3.2717 -0.02 0.00 0.00
C 4.0984 -1.3575 -3.0326 0.01 0.04 0.00
C 5.1621 -1.7670 -3.8231 -0.01 -0.01 0.03
C 5.5976 -0.9456 -4.8498 -0.02 -0.02 0.02
Cl 6.9355 -1.4453 -5.8365 -0.01 0.00 0.00
C 4.9878 0.2735 -5.0960 -0.01 0.04 -0.03
C 3.9202 0.6697 -4.3054 -0.03 0.00 0.00
C -0.2063 1.7733 3.7387 -0.03 -0.03 0.08
C -1.3848 1.1164 3.7468 0.01 -0.02 0.07
N -2.2309 0.6351 -0.4150 -0.35 0.17 0.14
H -3.1600 4.7150 -5.8698 -0.02 -0.01 0.01
H -1.7962 3.5575 -4.1676 -0.02 0.00 0.01
H -4.8343 0.5754 -3.7630 -0.01 0.04 0.05
H -6.2095 1.7513 -5.4397 0.03 0.01 0.01
H -5.0474 1.8807 -1.6597 0.02 0.01 -0.02
H -5.3005 0.9113 0.7945 0.03 0.02 -0.03
H -2.3744 -0.9450 4.4453 -0.02 0.02 0.01
H -3.9041 -2.2583 5.8006 0.00 -0.01 -0.02
H -6.6283 -2.4925 2.5237 0.03 0.01 -0.01
H -5.1211 -1.1326 1.1704 -0.04 -0.04 0.03
H 2.6197 4.3536 1.4530 0.00 0.01 0.01
H 3.8721 5.9438 2.8723 -0.01 -0.02 0.02
H 3.7717 3.1365 6.0977 -0.01 0.01 -0.02
H 2.5152 1.5553 4.6833 -0.04 0.19 -0.03
H 4.4239 2.0819 1.2418 -0.03 -0.02 -0.02
H 4.8187 0.9082 -1.1342 -0.03 0.03 0.03
H 1.3934 0.2358 -5.1438 -0.05 0.00 0.01
H -1.1482 1.0655 -5.3281 0.02 0.01 0.03
H 3.7660 -1.9867 -2.2143 0.01 0.01 -0.03
H 5.6512 -2.7145 -3.6418 0.01 0.03 0.00
H 5.3508 0.9050 -5.8958 -0.01 -0.01 0.02
H 3.4458 1.6278 -4.4819 0.02 -0.02 -0.01
H 0.2163 2.3559 4.5405 -0.02 0.02 -0.05
H -2.1119 1.1155 4.5404 0.00 -0.03 -0.03
F -0.0781 -1.6872 3.9976 0.06 0.04 0.00
C 1.2466 -1.3645 3.7526 -0.11 0.00 -0.01
C 1.7538 -1.4865 2.4935 -0.12 -0.21 0.04
C 3.0757 -1.1634 2.3846 0.03 -0.04 -0.08
F 3.7143 -1.2909 1.1686 -0.02 -0.06 0.10
C 3.8611 -0.6982 3.4233 0.17 0.00 -0.07
F 5.1511 -0.3472 3.2583 -0.02 0.00 0.00
C 3.2889 -0.5837 4.6759 0.07 -0.15 0.10
F 4.0087 -0.1147 5.7105 0.00 -0.01 0.00
C 1.9598 -0.9237 4.8513 -0.07 -0.05 0.18
F 1.4090 -0.8003 6.0771 0.01 0.03 -0.04
C -1.1628 -2.3797 0.6290 0.02 -0.07 0.11
N -1.2450 -3.8140 0.4320 0.04 0.00 -0.08
C -1.9065 -4.0791 -0.8435 0.07 0.06 0.01
N -1.1725 -3.4877 -1.9669 0.02 0.01 0.07
C -1.0772 -2.0551 -1.7733 -0.04 -0.16 0.06
N -0.3912 -1.7048 -0.4767 0.06 0.29 -0.17
C 0.9737 -2.3599 -0.4788 -0.04 -0.15 -0.09
N 0.8825 -3.7879 -0.7191 -0.12 0.01 0.00
C 0.1102 -4.3765 0.3808 0.00 0.04 -0.03
C 0.1866 -4.0456 -1.9761 -0.04 0.07 0.08
H -0.6570 -2.1578 1.5691 0.04 0.03 -0.02
H -2.1727 -1.9767 0.6339 -0.04 0.05 -0.03
H -2.9154 -3.6616 -0.8191 -0.01 0.01 0.00
H -1.9735 -5.1568 -0.9945 -0.01 -0.02 0.00
H -2.0763 -1.6163 -1.7603 0.00 0.03 0.03
H -0.5082 -1.6312 -2.5960 0.04 0.01 -0.01
H 1.3809 -2.1918 0.5201 0.16 0.18 -0.06
H 1.5834 -1.8888 -1.2493 -0.07 0.01 -0.02
H 0.6200 -4.1719 1.3217 0.00 0.03 0.01
H 0.0369 -5.4547 0.2308 0.00 -0.01 0.01
H 0.1218 -5.1221 -2.1384 0.01 -0.01 -0.01
H 0.7477 -3.5931 -2.7967 0.00 -0.01 -0.02

No. 4
7
Properties=species:S:1:pos:R:3:forces:R:3 method="wB97M-V/def2-TZVPD" total_energy_ev=-23447.910 smiles="O=C(F)S(=O)(=O)F" gap_ev=11.60 e_above_lowest_kcal_mol=48.00
O -1.6448 -1.0733 0.1217 0.06 -0.03 0.05
C -1.0950 -0.0546 -0.0106 -0.02 0.43 -0.08
F -1.6463 1.1075 -0.2951 0.26 -0.13 0.06
S 0.7641 0.0716 0.1651 3.90 4.69 -2.10
O 1.1591 -0.7040 1.2760 -0.38 -0.30 -0.01
O 1.4457 1.4487 -0.0671 -3.53 -5.60 0.65
F 1.0171 -0.7959 -1.1900 -0.29 0.94 1.43

No. 5
81
Properties=species:S:1:pos:R:3:forces:R:3 method="wB97M-V/def2-TZVPD" total_energy_ev=-157013.853 smiles="COB(O)P(N)(F)(Br)C(F)(F)C(F)(F)F.O=C1C=CC(=O)C=C1.O=C1C=CC(=O)C=C1.O=C1C=CC(=O)C=C1.O=C1C=CC(=O)C=C1.O=C1C=CC(=O)C=C1" gap_ev=8.09
C 7.3625 4.0735 3.0072 0.30 -0.15 -0.11
O 6.3652 3.0538 2.8937 -0.32 0.23 0.12
B 5.3917 3.1273 1.9814 -0.12 -0.15 -0.28
O 5.6268 3.1190 0.6442 0.60 0.76 0.15
P 3.4411 3.1934 2.5226 0.41 -0.09 0.13
N 2.4636 1.8625 2.7520 -0.65 0.94 0.39
F 3.0028 3.2607 0.9163 -0.09 0.05 -0.10
Br 4.0392 3.1728 4.8397 -0.05 0.03 -0.04
C 2.7423 4.9669 2.7648 -0.31 -0.18 -0.10
F 3.7900 5.8166 2.8724 0.16 0.07 0.03
F 1.9997 5.0434 3.8808 -0.12 0.02 0.23
C 1.8115 5.5445 1.6619 0.21 -0.01 -0.18
F 0.8146 4.6984 1.3849 0.12 0.08 0.09
F 1.2645 6.6866 2.0926 0.04 -0.03 0.00
F 2.4817 5.8190 0.5405 -0.04 -0.04 0.02
H 7.3202 4.7778 2.1704 -0.03 -0.12 0.06
H 8.3466 3.6025 3.0177 -0.11 0.04 0.04
H 7.1952 4.6061 3.9461 0.00 -0.07 -0.10
H 5.1351 3.7452 0.1008 -0.44 -0.53 -0.02
H 1.6124 1.9306 2.1929 0.20 -0.39 -0.29
H 2.1592 1.8195 3.7206 0.29 -0.40 -0.02
O 0.3445 0.0079 2.0667 0.00 -0.11 0.04
C 0.2610 -0.6678 1.0624 -0.01 0.06 -0.08
C 0.5801 -0.0962 -0.2719 0.02 -0.05 0.02
C 0.4426 -0.8143 -1.3837 -0.01 -0.04 0.09
C -0.0227 -2.2205 -1.3218 0.05 -0.06 -0.01
O -0.1482 -2.8853 -2.3320 0.03 0.03 0.02
C -0.3255 -2.8003 0.0105 -0.03 0.02 0.00
C -0.1863 -2.0809 1.1196 -0.04 0.03 0.00
H 0.9136 0.9340 -0.2859 -0.01 0.00 0.00
H 0.6455 -0.4144 -2.3680 -0.01 0.02 0.01
H -0.6578 -3.8296 0.0246 0.04 -0.02 0.00
H -0.4027 -2.4776 2.1033 0.03 0.00 0.01
O -0.5035 1.8830 -2.4918 -0.07 -0.02 -0.10
C -1.3003 2.5800 -1.8983 0.09 0.06 0.10
C -0.8356 3.6868 -1.0285 -0.02 0.02 -0.06
C -1.6964 4.4398 -0.3534 -0.04 0.05 -0.03
C -3.1581 4.2024 -0.4388 0.03 -0.02 -0.02
O -3.9443 4.8795 0.1884 0.00 -0.03 0.03
C -3.6243 3.0964 -1.3174 0.00 0.00 0.01
C -2.7624 2.3447 -1.9966 0.00 0.00 0.00
H 0.2357 3.8305 -0.9708 0.00 -0.01 0.00
H -1.3815 5.2474 0.2949 -0.03 -0.02 -0.02
H -4.6954 2.9451 -1.3623 0.00 0.01 0.00
H -3.0731 1.5303 -2.6390 0.01 0.00 -0.01
O -3.5820 -4.1867 -7.3912 0.00 0.00 0.00
C -3.4834 -4.5520 -6.2404 0.00 -0.01 0.02
C -4.5206 -5.4202 -5.6206 0.01 0.00 0.00
C -4.4209 -5.8219 -4.3569 0.00 0.01 0.01
C -3.2660 -5.4182 -3.5166 0.01 0.00 0.00
O -3.1661 -5.7921 -2.3643 0.00 -0.01 -0.02
C -2.2304 -4.5506 -4.1294 0.01 -0.04 0.02
C -2.3304 -4.1512 -5.3947 -0.03 -0.01 0.00
H -5.3490 -5.6987 -6.2596 0.01 0.01 -0.01
H -5.1599 -6.4550 -3.8823 0.01 0.00 0.01
H -1.4063 -4.2681 -3.4860 -0.01 0.03 -0.04
H -1.5885 -3.5194 -5.8663 0.00 0.00 -0.01
O -1.0366 2.6137 2.1134 -0.02 0.06 -0.04
C -1.8586 2.8848 2.9647 -0.01 -0.03 0.05
C -2.6864 1.8226 3.5883 -0.02 0.01 -0.01
C -3.5927 2.1131 4.5169 0.00 0.00 -0.01
C -3.8120 3.5122 4.9687 0.02 0.02 -0.01
O -4.6362 3.7769 5.8154 0.00 -0.01 -0.01
C -2.9786 4.5734 4.3446 0.00 -0.02 0.01
C -2.0715 4.2819 3.4172 0.02 -0.01 0.01
H -2.4999 0.8137 3.2419 0.02 0.00 0.00
H -4.2101 1.3598 4.9895 0.00 0.01 0.01
H -3.1575 5.5830 4.6915 -0.01 0.00 0.00
H -1.4506 5.0368 2.9510 0.00 -0.01 0.00
O 1.1638 -5.8748 0.3706 -0.09 0.04 -0.09
C 1.2146 -6.4532 -0.6959 0.02 -0.03 0.01
C 0.0570 -6.4782 -1.6278 0.04 0.01 0.06
C 0.1257 -7.1225 -2.7890 0.02 0.00 0.01
C 1.3567 -7.8379 -3.2069 0.01 -0.01 0.00
O 1.4190 -8.4228 -4.2666 -0.01 0.01 0.01
C 2.5127 -7.8131 -2.2735 0.01 -0.01 -0.01
C 2.4462 -7.1729 -1.1103 0.00 0.01 -0.02
H -0.8389 -5.9581 -1.3143 -0.03 0.00 0.00
H -0.7039 -7.1610 -3.4828 -0.02 -0.01 -0.01
H 3.3977 -8.3443 -2.6000 -0.01 0.00 -0.01
H 3.2730 -7.1400 -0.4122 -0.01 0.01 0.01